Entry from OMol25: C5H12N2O in the gas phase at a distorted geometry (wB97M-V/def2-TZVPD).

Computed properties:
SMILES: CC(C)C/N=C\ON
Energy above the lowest of the compared OMol25 structures with the same formula, charge and spin: 88.4 kcal/mol
Highest occupied orbital energy: -9.28 eV
Energy: -382.361626 a.u.

Structure (ORCA input):
```
! RIJCOSX wB97M-V def2-TZVPD def2/J DEFGRID3
* xyz 0 1
C -0.882 1.547 1.903
C 0.313 0.842 1.274
C 0.793 1.515 0.023
C -0.152 -0.702 0.956
N 0.793 -1.345 0.124
C 0.653 -1.276 -1.136
O -0.571 -1.172 -1.761
N -0.741 -1.958 -2.931
H -1.250 0.993 2.767
H -0.607 2.546 2.234
H -1.698 1.635 1.185
H 1.135 0.752 1.989
H 1.797 1.208 -0.246
H 0.205 1.067 -0.862
H 0.745 2.601 0.063
H -1.139 -0.627 0.488
H -0.202 -1.230 1.910
H 1.456 -1.694 -1.743
H 0.024 -1.760 -3.576
H -0.673 -2.941 -2.662
*
```

=====

Entry from OMol25: 2 unconnected molecules or ions with the total composition C5H12N2O at a distorted geometry (wB97M-V/def2-TZVPD).

Computed properties:
SMILES: C=C(C)C.NC(N)=O
Energy above the lowest of the compared OMol25 structures with the same formula, charge and spin: 17.2 kcal/mol
Highest occupied orbital energy: -9.15 eV
Energy: -382.475059 a.u.

Structure (ORCA input):
```
! RIJCOSX wB97M-V def2-TZVPD def2/J DEFGRID3
* xyz 0 1
C -1.097 1.919 1.071
C -1.284 1.269 -0.093
C -1.729 -0.178 -0.198
C -1.113 1.983 -1.418
H -0.766 2.967 1.106
H -1.296 1.444 2.021
H -2.774 -0.188 -0.485
H -1.569 -0.656 0.738
H -1.152 -0.692 -0.954
H -0.952 3.053 -1.299
H -2.015 1.867 -2.029
H -0.227 1.577 -1.981
N 1.379 -1.428 1.508
C 1.249 -1.325 0.125
N 1.791 -0.154 -0.379
O 0.733 -2.203 -0.576
H 1.189 -0.557 2.022
H 0.869 -2.210 1.873
H 1.962 -0.214 -1.411
H 2.526 0.305 0.176
*
```

=====

Entry from OMol25: a molecular structure, C5H12N2O at a distorted geometry (wB97M-V/def2-TZVPD).

Computed properties:
Energy above the lowest of the compared OMol25 structures with the same formula, charge and spin: 276.8 kcal/mol
Highest occupied orbital energy: -7.21 eV
Energy: -382.061469 a.u.

Structure (ORCA input):
```
! RIJCOSX wB97M-V def2-TZVPD def2/J DEFGRID3
* xyz 0 1
C -2.165 1.265 0.333
O 0.420 -1.341 -2.436
C -0.798 1.048 0.543
C -0.219 -0.299 0.022
C 1.306 -0.353 0.228
C 1.382 -2.171 1.102
N 2.013 -1.083 1.369
N 0.001 2.209 -0.282
H -2.896 1.341 1.131
H -2.600 1.408 -0.652
H 0.421 -1.719 -3.321
H -0.356 1.237 1.523
H -0.768 -1.084 0.549
H -0.454 -0.431 -1.040
H 1.580 0.703 0.287
H 1.723 -0.680 -0.744
H 1.752 -2.837 0.305
H 0.536 -2.570 1.689
H -0.094 3.030 0.322
H -0.782 2.327 -0.929
*
```

=====

Entry from OMol25: C5H12N2O in the gas phase at a distorted geometry (wB97M-V/def2-TZVPD).

Computed properties:
SMILES: N/C=N/CCCCO
Energy above the lowest of the compared OMol25 structures with the same formula, charge and spin: 83.8 kcal/mol
Highest occupied orbital energy: -9.17 eV
Energy: -382.369030 a.u.

Structure (ORCA input):
```
! RIJCOSX wB97M-V def2-TZVPD def2/J DEFGRID3
* xyz 0 1
N -3.292 0.235 -1.955
C -2.172 -0.151 -1.092
N -1.675 0.844 -0.493
C -0.772 0.879 0.599
C -0.216 -0.461 1.108
C 1.179 -0.774 0.343
C 2.414 -0.085 0.865
O 3.602 -0.304 0.120
H -3.366 1.188 -1.862
H -3.267 -0.204 -2.848
H -1.819 -1.178 -1.317
H 0.187 1.591 0.396
H -1.340 1.302 1.467
H -0.824 -1.421 0.872
H 0.223 -0.319 2.113
H 1.003 -0.299 -0.748
H 1.369 -1.821 0.156
H 2.290 0.964 0.820
H 2.786 -0.568 1.755
H 3.690 0.581 -0.300
*
```

=====

Entry from OMol25: a gas-phase ion, C5H12N2O (charge +1) at a distorted geometry (wB97M-V/def2-TZVPD).

Computed properties:
Energy above the lowest of the compared OMol25 structures with the same formula, charge and spin: 121.1 kcal/mol
Highest occupied orbital energy (spin up / spin down): -14.86 / -14.24 eV
Energy: -381.974345 a.u.

Structure (ORCA input):
```
! RIJCOSX wB97M-V def2-TZVPD def2/J DEFGRID3
* xyz 1 2
C 0.165 1.499 -2.244
N -0.321 0.912 -1.005
C 1.253 -1.030 -1.091
C 0.759 0.225 -0.318
C 0.422 -0.084 1.300
N -1.005 0.398 1.439
C -1.989 -0.563 0.889
O 0.724 -1.339 1.562
H 1.238 1.590 -2.318
H -0.283 2.497 -2.286
H -0.167 0.924 -3.118
H 0.997 0.563 1.980
H 0.394 -1.459 -1.606
H 2.098 -0.743 -1.718
H 1.607 -1.698 -0.316
H 1.566 0.959 -0.199
H -1.047 1.240 0.831
H -1.577 -1.571 0.897
H -2.864 -0.551 1.541
H -2.212 -0.270 -0.142
*
```

=====

Entry from OMol25: a molecular structure, C5H12N2O2 at a distorted geometry (wB97M-V/def2-TZVPD).

Computed properties:
Energy above the lowest of the compared OMol25 structures with the same formula, charge and spin: 78.4 kcal/mol
Highest occupied orbital energy: -8.39 eV
Energy: -457.623993 a.u.

Structure (ORCA input):
```
! RIJCOSX wB97M-V def2-TZVPD def2/J DEFGRID3
* xyz 0 1
C -0.943 0.853 -0.388
C -0.582 -0.010 0.743
C 0.511 -1.528 0.263
C 0.206 0.626 1.860
C 0.053 -0.003 -1.420
N 1.252 0.679 -1.623
N -2.308 0.799 -0.818
O 1.892 -1.291 0.385
O -0.508 -0.668 -2.276
H 2.108 -1.113 1.305
H -0.579 1.877 -0.317
H -1.443 -0.581 1.086
H 1.727 0.997 -0.790
H 1.883 0.139 -2.203
H -2.552 -0.159 -1.056
H -2.410 1.323 -1.682
H 0.348 -2.169 -0.602
H 0.153 -2.160 1.084
H 0.459 -0.100 2.632
H -0.394 1.411 2.324
H 1.128 1.077 1.492
*
```